{
  "formula": "C45H63BCl19F17N5O5S",
  "method": "ωB97M-V/def2-TZVPD",
  "symbols": ["C", "C", "O", "C", "O", "C", "C", "C", "C", "O", "N", "C", "C", "C", "C", "C", "C", "C", "C", "C", "O", "Cl", "N", "C", "F", "F", "C", "F", "F", "C", "F", "F", "C", "F", "F", "C", "F", "F", "C", "F", "F", "C", "F", "F", "C", "F", "F", "F", "C", "N", "C", "S", "C", "N", "B", "N", "O", "H", "H", "H", "H", "H", "H", "H", "H", "H", "H", "H", "H", "H", "H", "H", "H", "H", "H", "H", "H", "H", "H", "H", "H", "H", "H", "H", "Cl", "C", "C", "Cl", "H", "H", "H", "H", "Cl", "C", "C", "Cl", "H", "H", "H", "H", "Cl", "C", "C", "Cl", "H", "H", "H", "H", "Cl", "C", "C", "Cl", "H", "H", "H", "H", "Cl", "C", "C", "Cl", "H", "H", "H", "H", "Cl", "C", "C", "Cl", "H", "H", "H", "H", "Cl", "C", "C", "Cl", "H", "H", "H", "H", "Cl", "C", "C", "Cl", "H", "H", "H", "H", "Cl", "C", "C", "Cl", "H", "H", "H", "H"],
  "xyz": [[-7.5624, -0.8947, -2.1974], [-6.2502, -0.1418, -2.5074], [-6.6327, 1.1129, -3.0900], [-5.5214, 0.1107, -1.1932], [-4.1115, 0.2070, -1.3740], [-3.3060, 0.5184, -0.2439], [-4.0538, 0.6675, 1.0838], [-3.1248, 0.6593, 2.3185], [-3.1819, 1.9645, 3.1121], [-3.1306, 3.0320, 2.5624], [-3.2768, 1.8552, 4.5432], [-2.0319, 1.4030, 5.1141], [-0.7860, 1.5675, 4.4326], [0.3913, 1.0986, 5.0294], [0.3727, 0.4718, 6.3338], [-0.8782, 0.3235, 6.9970], [-2.0615, 0.7705, 6.3858], [-2.6425, 1.9294, -0.5487], [-3.6809, 2.9048, -1.0977], [-3.8496, 3.0273, -2.6096], [-4.2592, 4.0358, -3.0674], [-3.4283, 1.7212, -3.7580], [-1.3867, 1.8665, -1.3920], [-0.6666, 3.1563, -1.5850], [-1.0301, 4.0139, -0.6386], [-1.1414, 3.6841, -2.7359], [0.8947, 3.2238, -1.7118], [1.5832, 2.5920, -0.7491], [1.1561, 4.5295, -1.4578], [1.6208, 3.0129, -3.1068], [2.9323, 3.0293, -2.8335], [1.4053, 4.1304, -3.8158], [1.2600, 1.8170, -4.0461], [-0.0353, 1.4282, -3.9802], [1.4357, 2.2754, -5.2967], [2.2368, 0.5834, -3.9517], [2.5321, 0.3412, -2.6559], [3.3707, 0.9896, -4.5372], [1.7884, -0.6904, -4.7401], [2.8969, -1.2394, -5.2729], [1.0097, -0.3770, -5.7844], [1.0733, -1.8335, -3.9655], [-0.1484, -1.3932, -3.6013], [0.8584, -2.7967, -4.8739], [1.8249, -2.5055, -2.7695], [1.6228, -3.8211, -2.8356], [1.3361, -2.1053, -1.5930], [3.1340, -2.3030, -2.7754], [-0.5097, 0.7144, -1.0443], [-0.0900, 0.8468, 0.3571], [0.9588, 0.2431, 0.5765], [2.3755, -0.2555, 0.9483], [-1.3707, -0.5694, -1.2005], [-2.3254, -0.5494, -0.0765], [-2.9140, -1.9179, 0.0345], [-3.3860, -2.6984, -1.0995], [-3.0040, -2.4759, 1.2941], [-8.3406, -0.1904, -1.9011], [-7.9363, -1.4232, -3.0720], [-7.4622, -1.6114, -1.3775], [-5.6679, -0.7584, -3.1968], [-6.3900, 1.0654, -4.0194], [-5.7347, -0.7537, -0.5537], [-6.0115, 0.9683, -0.7188], [-4.7785, -0.1254, 1.2692], [-4.6363, 1.5903, 1.1431], [-2.0782, 0.4688, 2.0854], [-3.4338, -0.1340, 3.0034], [-3.9081, 1.0749, 4.7141], [-0.6998, 2.0241, 3.4529], [1.3459, 1.1516, 4.4921], [1.3071, 0.1073, 6.7299], [-0.8522, -0.1861, 7.9512], [-2.9936, 0.5743, 6.9034], [-2.3473, 2.2798, 0.4444], [-4.6642, 2.7232, -0.6652], [-3.4434, 3.9155, -0.7627], [-1.7592, 1.6076, -2.3302], [0.3416, 0.6302, -1.7188], [-0.7352, -1.4433, -1.0673], [-1.8477, -0.6336, -2.1860], [-4.3796, -2.5390, -1.2411], [-3.2738, -3.6921, -0.9307], [-2.2436, -2.2215, 1.8333], [6.6555, -5.9067, -2.7719], [5.4501, -4.9715, -3.6964], [4.5030, -5.8641, -4.4568], [5.3165, -6.7192, -5.7900], [5.9875, -4.3002, -4.3624], [4.8958, -4.3694, -2.9779], [3.7100, -5.2630, -4.9008], [4.0485, -6.6082, -3.8071], [-1.1184, 5.2071, 9.0178], [0.1535, 5.2368, 7.7686], [-0.3080, 4.5859, 6.4905], [-0.5232, 2.8252, 6.6872], [1.0323, 4.7396, 8.1722], [0.4012, 6.2829, 7.5917], [0.4418, 4.7354, 5.7095], [-1.2496, 5.0113, 6.1445], [4.8166, -0.6038, 7.0473], [5.2551, 0.4176, 5.6526], [4.7107, 1.8147, 5.7822], [2.9270, 1.8377, 5.6468], [4.8886, -0.0700, 4.7531], [6.3425, 0.4507, 5.6085], [5.0995, 2.4404, 4.9839], [4.9854, 2.2631, 6.7346], [10.2429, -4.5671, -6.2902], [9.4747, -6.1765, -6.2960], [9.6407, -6.8911, -4.9801], [11.3293, -7.3735, -4.6782], [9.8996, -6.7490, -7.1165], [8.4148, -6.0216, -6.4943], [9.0461, -7.8036, -4.9825], [9.3148, -6.2711, -4.1493], [4.3659, -5.4497, 2.5035], [5.5437, -5.5871, 1.1686], [6.6494, -6.5619, 1.4801], [7.7252, -5.9632, 2.7660], [5.9360, -4.5941, 0.9630], [4.9902, -5.9256, 0.2937], [7.2634, -6.7112, 0.5932], [6.2538, -7.5251, 1.7925], [5.2539, 2.1191, 0.9232], [5.2709, 3.6139, -0.0580], [6.4528, 4.4994, 0.2479], [6.3537, 5.2306, 1.8687], [4.3303, 4.1332, 0.1104], [5.3130, 3.3026, -1.1008], [6.4849, 5.3206, -0.4662], [7.3896, 3.9516, 0.1846], [0.3667, 1.0529, -10.1088], [-0.1580, -0.2009, -8.9591], [-0.2144, -1.5690, -9.5908], [-1.5220, -1.6997, -10.7908], [-1.1271, 0.0928, -8.5618], [0.5627, -0.2020, -8.1446], [-0.4101, -2.3184, -8.8245], [0.7221, -1.8169, -10.0842], [-11.2042, -0.2436, -1.4203], [-11.8204, 0.0641, -3.0655], [-11.7566, -1.1638, -3.9364], [-10.0797, -1.6306, -4.3369], [-11.2485, 0.8851, -3.4908], [-12.8560, 0.3823, -2.9602], [-12.2621, -0.9698, -4.8807], [-12.2343, -2.0155, -3.4594], [-3.1330, 2.7720, 13.7491], [-1.6063, 3.6457, 13.4616], [-1.2419, 3.6889, 11.9998], [-0.7900, 2.0837, 11.3696], [-0.8291, 3.1667, 14.0519], [-1.7459, 4.6599, 13.8324], [-0.3811, 4.3381, 11.8531], [-2.0615, 4.0662, 11.3959]],
  "atomic_forces_ev_per_a": [[0.15, -0.03, 0.12], [-1.24, -0.20, 0.58], [0.84, -0.23, -0.27], [-0.48, -0.95, -0.14], [-0.51, 0.61, 0.22], [0.44, -0.25, -0.26], [0.01, 0.28, 0.92], [-0.56, 0.15, 0.62], [0.00, 0.01, -0.03], [0.08, 0.06, -0.12], [0.47, -0.62, -0.42], [0.88, -1.07, -0.06], [-0.44, -1.52, 0.38], [-0.78, -2.13, 0.40], [-1.54, -0.15, -2.15], [1.25, -0.58, -1.58], [0.39, -0.84, -1.02], [-0.63, -0.52, 1.81], [0.72, -0.07, -0.41], [-0.75, 1.21, 0.08], [-0.02, -0.23, -0.12], [0.35, -0.22, 0.09], [0.07, -0.70, -0.87], [-0.58, 1.33, -0.35], [0.20, -0.57, 0.55], [0.17, -0.34, -0.14], [1.40, 1.12, 0.60], [-0.51, -0.72, -0.36], [-0.37, 0.02, -0.28], [-0.29, 0.77, 0.01], [0.02, -0.63, 0.16], [-0.58, -0.18, -0.03], [0.72, -0.43, -1.48], [-0.03, 0.09, 0.85], [-0.10, 0.01, 0.07], [0.32, 1.10, -0.28], [-0.55, -0.51, 0.10], [0.03, 0.00, 0.09], [0.59, -0.81, -0.18], [0.11, -0.05, 0.35], [-0.34, 0.45, 0.35], [-0.37, -0.08, -0.75], [0.26, 0.16, 0.51], [0.23, 0.02, -0.12], [-0.13, -0.95, 0.53], [-0.02, 0.07, -0.07], [0.02, 0.43, -0.13], [0.04, 0.33, -0.24], [-0.50, -1.73, 1.13], [0.37, -0.64, -1.25], [0.49, 0.97, 1.00], [-0.39, -0.29, -0.06], [-0.29, 0.82, 0.80], [-0.03, -0.14, -1.40], [-0.63, -0.49, 0.82], [0.11, 0.21, 0.42], [0.84, -0.12, -0.61], [0.11, 0.08, -0.03], [0.17, 0.10, 0.12], [0.09, -0.10, -0.17], [0.34, 0.25, 0.09], [-0.16, 0.27, -0.06], [0.10, 0.08, 0.04], [0.36, 0.19, -0.06], [0.13, -0.16, -0.54], [0.05, 0.00, -0.37], [0.00, 0.06, -0.14], [0.13, -0.14, -0.21], [-0.28, 0.28, 0.19], [-0.26, 0.10, 0.05], [-1.13, -0.10, 0.01], [-0.13, -0.03, 0.29], [-0.41, 0.16, 0.07], [-0.10, 0.31, -0.13], [0.24, 0.21, -0.24], [0.04, -0.33, -0.13], [0.04, -0.01, -0.19], [0.17, 0.22, -0.17], [-0.12, 0.51, -0.10], [0.11, 0.22, -0.18], [0.01, 0.10, 0.08], [0.14, 0.13, -0.59], [-0.21, -0.01, 0.14], [-0.37, 0.30, 0.36], [-0.01, 0.01, 0.02], [-0.02, 0.12, 0.03], [-0.09, 0.02, -0.01], [0.01, -0.02, 0.01], [0.05, -0.07, -0.02], [-0.03, -0.06, 0.02], [0.04, 0.03, -0.02], [0.07, -0.04, 0.00], [0.02, 0.06, -0.04], [0.14, 0.19, -0.10], [-0.05, -0.12, -0.13], [0.79, 5.54, 3.30], [-0.07, -0.09, 0.03], [-0.07, 0.01, 0.00], [0.04, 0.01, 0.08], [0.01, 0.01, 0.07], [-0.04, 0.01, -0.06], [0.11, -0.06, 0.00], [0.05, 0.19, 0.12], [1.54, 0.52, 0.38], [-0.06, -0.02, 0.01], [0.00, 0.03, 0.05], [0.02, 0.01, -0.12], [-0.06, -0.07, 0.02], [0.01, 0.01, 0.00], [-0.12, -0.05, -0.06], [-0.07, -0.08, 0.05], [0.01, 0.03, 0.00], [0.08, 0.03, 0.03], [-0.01, 0.00, 0.06], [0.00, 0.01, -0.05], [0.06, 0.04, -0.01], [0.01, 0.05, -0.02], [-0.07, 0.01, -0.15], [0.06, -0.07, -0.07], [-0.02, 0.00, 0.02], [0.03, 0.00, 0.09], [0.03, -0.08, 0.02], [-0.02, 0.06, -0.02], [-0.02, 0.03, 0.06], [-0.01, 0.06, 0.01], [-0.04, 0.05, -0.16], [0.06, 0.03, -0.02], [-0.03, -0.06, 0.02], [0.02, -0.01, 0.10], [0.05, -0.02, 0.01], [-0.06, -0.01, -0.02], [-0.02, -0.04, 0.05], [-0.02, 0.02, 0.01], [0.01, 0.03, 0.08], [0.02, -0.09, 0.05], [0.01, 0.01, -0.01], [-0.03, 0.00, -0.09], [0.05, -0.05, -0.05], [-0.03, 0.03, 0.02], [-0.02, 0.05, -0.05], [0.02, 0.00, 0.01], [-0.05, 0.07, -0.06], [-0.15, -0.03, -0.08], [-0.24, -0.03, -0.11], [0.06, -0.04, 0.03], [-0.01, -0.06, 0.01], [0.03, 0.05, 0.00], [0.08, -0.01, 0.04], [0.01, -0.02, 0.01], [0.05, 0.06, 0.05], [0.04, 0.08, 0.06], [-0.01, -0.03, -0.03], [-0.03, -0.07, -0.03], [-0.03, 0.01, -0.05], [0.01, -0.01, 0.03], [-0.05, -0.08, 0.02]],
  "mol_weight_g_mol": 1793.48,
  "orbital_gap_ev": 6.647,
  "charge": 1,
  "spin_multiplicity": 1
}